Record 1
13
Properties=species:S:1:pos:R:3:forces:R:3:lowdin_charge:R:1 method="wB97M-V/def2-TZVPD" e_lumo_ev=0.67 de_lowest_kcal_mol=76.5 e_homo_ev=-8.67
H 1.621432 -1.788518 -1.243983 1.85 -0.56 0.86 0.037
N 0.908219 -1.089886 -1.250358 -2.38 -0.48 -1.81 0.036
N 1.055904 0.000482 -0.766913 0.27 0.82 1.31 -0.155
C 2.245846 0.384528 -0.010152 1.60 0.62 -0.93 -0.139
H 3.181346 -0.268871 -0.097119 -1.46 0.07 0.42 0.084
H 2.579544 1.293385 -0.587606 -0.39 -0.34 1.17 0.080
H 1.927307 0.613838 1.040721 0.51 -0.09 -1.06 0.084
C -2.466646 0.773500 0.039799 0.03 -0.53 -1.04 -0.128
C -2.113183 -0.068772 0.961723 0.94 -1.03 2.54 -0.710
I -2.054677 -2.174937 0.800347 -0.21 0.27 -0.31 0.704
H -2.732744 0.404042 -0.917840 -0.37 -0.51 -0.78 0.041
H -2.412696 1.824104 0.029673 0.11 1.18 0.83 0.046
H -1.739653 0.097103 2.001708 -0.50 0.58 -1.21 0.021



Record 2
14
Properties=species:S:1:pos:R:3:forces:R:3:lowdin_charge:R:1 method="wB97M-V/def2-TZVPD" e_lumo_ev="-0.01 / -0.32" de_lowest_kcal_mol=78.4 e_homo_ev="-7.93 / -8.55"
C 1.317187 -2.777862 -0.687698 -0.11 -0.43 -0.66 -0.069
C -0.725098 2.265464 0.144810 0.51 -2.72 0.65 -0.090
C 0.828151 -0.904595 0.614862 -1.11 0.64 -2.47 -0.691
N 0.644411 -2.160192 0.190320 0.48 -0.26 -0.57 -0.124
N -0.884641 0.065683 -0.469708 0.88 -0.10 0.10 0.021
O -0.336917 1.264474 -0.809793 0.46 -0.33 -1.09 -0.448
I 2.281284 0.465641 0.039814 0.71 -0.29 0.18 0.925
H 0.846075 -3.742061 -0.876619 0.81 -0.16 -0.61 0.067
H 2.204844 -2.384181 -1.260308 -0.80 -0.37 0.73 0.068
H -0.952118 1.544991 0.993471 0.32 2.02 0.05 0.101
H -1.614518 2.564653 -0.309278 -1.68 1.45 0.05 0.058
H 0.052658 3.037663 0.206286 -0.32 -0.46 0.33 0.083
H 0.476881 -0.870583 1.573575 -0.54 1.16 2.53 0.014
H -0.869517 -0.411514 -1.394019 0.39 -0.16 0.77 0.085



Record 3
13
Properties=species:S:1:pos:R:3:forces:R:3:lowdin_charge:R:1 method="wB97M-V/def2-TZVPD" e_lumo_ev=-4.68 de_lowest_kcal_mol=28.5 e_homo_ev=-13.18 total_charge=+1
C -1.332755 -0.334137 -0.305167 -1.07 2.78 0.98 0.141
C 1.880641 1.163077 1.694815 -1.25 -0.44 -0.03 -0.730
C -0.068236 -2.423501 -0.687129 2.45 -1.69 -0.97 -0.040
N -1.188990 -1.499008 -0.766779 -3.45 -1.70 -1.16 -0.037
O 0.997707 0.478002 1.235046 0.98 0.37 0.38 -0.145
I 2.568599 2.871040 0.691470 0.17 -0.11 0.16 0.876
H -0.552020 0.239255 0.268768 -0.46 -1.01 -0.85 0.089
H 2.254831 0.962632 2.714012 0.35 0.23 -0.32 0.075
H 0.473121 -2.309226 0.262794 -0.38 0.27 -0.23 0.090
H -0.371800 -3.557683 -0.731245 0.18 2.52 -0.22 0.141
H 0.739323 -2.189172 -1.525107 -2.00 -0.53 1.54 0.151
H -2.348306 0.220985 -0.426740 1.83 -1.33 0.01 0.162
H -2.132637 -1.885941 -1.187397 2.67 0.65 0.72 0.227



Record 4
13
Properties=species:S:1:pos:R:3:forces:R:3:lowdin_charge:R:1 method="wB97M-V/def2-TZVPD" e_lumo_ev="-4.59 / -3.90" de_lowest_kcal_mol=108.6 e_homo_ev="-11.83 / -12.78" total_charge=+1
C 0.104996 0.942047 0.506976 -3.80 -0.32 -0.56 -0.093
C -2.446095 0.288288 0.764258 1.43 -0.07 -1.22 -0.558
C 1.574194 -0.912572 -0.319242 1.98 -1.87 -1.23 -0.006
N 0.955250 0.478269 -0.537325 -3.97 -4.25 -2.42 0.005
O -1.147691 0.376884 0.306897 -0.51 0.53 0.76 -0.218
I -3.683807 -0.433179 -0.765432 0.42 0.30 0.80 0.900
H 0.450422 1.131762 1.468772 0.72 0.19 1.42 0.116
H -2.910918 0.589004 1.732319 1.23 -0.02 -0.74 0.075
H 0.861884 -1.815298 -0.475392 0.67 2.14 0.21 0.132
H 2.444611 -1.070273 -1.104680 -1.78 0.51 1.60 0.136
H 2.006612 -1.012983 0.700172 -0.37 0.47 -0.72 0.101
H 0.225601 0.271947 -1.416526 2.24 1.02 2.60 0.267
H 1.564942 1.166105 -0.860796 1.74 1.38 -0.50 0.143



Record 5
13
Properties=species:S:1:pos:R:3:forces:R:3:lowdin_charge:R:1 method="wB97M-V/def2-TZVPD" multiplicity=2 e_lumo_ev="-4.89 / -8.54" de_lowest_kcal_mol=35.5 e_homo_ev="-13.87 / -13.86" s_squared=0.758 total_charge=+1
O -0.835355 -1.232442 1.489856 -3.62 1.26 2.17 -0.378
C -1.470523 -0.307695 0.688126 -1.36 0.50 -1.21 -0.257
C -1.000097 -0.328983 -0.758815 -0.24 1.04 -1.39 -0.259
O 0.129528 0.514764 -0.847264 -0.25 -0.02 0.67 -0.226
C 0.487102 0.870175 -2.160930 0.14 -0.16 -0.64 -0.086
In 0.707355 -2.103587 1.187911 4.29 -2.13 -0.95 1.327
H -1.393572 0.707833 1.128114 0.41 -0.45 -0.55 0.155
H -2.561381 -0.507654 0.670587 0.50 -0.42 0.24 0.148
H -1.885624 -0.086737 -1.370851 0.22 1.29 0.09 0.139
H -0.729003 -1.185133 -1.406530 -0.03 -1.24 1.40 0.129
H 0.582451 -0.008990 -2.819800 -0.08 -0.03 0.20 0.095
H -0.298783 1.509525 -2.595333 0.54 0.11 0.09 0.108
H 1.485187 1.318949 -2.100791 -0.51 0.28 -0.14 0.104



Record 6
13
Properties=species:S:1:pos:R:3:forces:R:3:lowdin_charge:R:1 method="wB97M-V/def2-TZVPD" e_lumo_ev="-12.41 / -12.41" de_lowest_kcal_mol=134.9 e_homo_ev="-18.89 / -18.89" total_charge=+2
C -0.052047 -1.413399 0.005258 2.35 -1.73 2.36 -0.074
O 0.747536 -0.817497 -1.034054 -1.92 2.99 -0.27 0.046
C 0.639955 0.443144 -1.333586 2.84 -1.86 0.20 -0.135
C -0.448581 1.259702 -1.176498 -1.89 1.93 1.94 -0.044
H 0.507665 -0.930139 1.169183 0.07 -2.53 -3.08 0.186
H -0.237719 -2.360937 -0.532823 2.28 -1.38 1.13 0.145
H -0.881247 -1.801324 0.613898 -3.20 2.83 -0.83 0.140
H 1.615933 0.878194 -1.570853 -0.17 -0.18 -0.74 0.190
H -1.461522 0.847091 -1.147903 -0.02 -0.07 -0.65 0.114
H -0.297169 2.313341 -1.428977 -0.32 -0.35 -0.57 0.109
In -0.405721 1.400116 1.073156 -0.97 1.60 -2.02 1.492
O 0.372384 0.355441 2.358813 1.19 -1.21 1.63 -0.245
H -0.099467 -0.173732 3.004386 -0.25 -0.05 0.87 0.074



Record 7
18
Properties=species:S:1:pos:R:3:forces:R:3:lowdin_charge:R:1 method="wB97M-V/def2-TZVPD" e_lumo_ev=4.11 e_homo_ev=1.31 total_charge=-2
K 1.157723 -2.560279 -2.147717 -0.95 0.12 0.24 0.763
P -1.570541 -2.304656 -1.314199 0.01 -0.29 -0.45 -0.185
O -1.462419 -3.057180 -2.701798 0.27 0.06 0.33 -0.623
O -2.994721 -2.185999 -0.768556 0.05 0.06 -0.04 -0.522
O -0.900267 -0.888289 -1.543977 0.42 0.08 0.05 -0.588
O -0.609141 -3.061458 -0.306618 0.42 0.17 -0.02 -0.630
C 1.350895 -0.060907 0.355984 -0.21 0.03 -0.19 -0.329
O 2.577909 -0.046903 0.226806 0.18 -0.17 0.10 -0.067
N 0.632037 1.023439 0.710486 -0.01 0.11 0.47 -0.190
C -0.811252 1.005402 0.632271 -0.62 0.52 0.22 -0.076
C 1.258499 2.242061 1.143477 0.08 0.27 -0.42 -0.087
H 0.697140 -0.927862 0.178226 0.02 -0.18 -0.16 0.090
H -1.198143 0.011409 0.400178 0.14 -0.04 -0.20 0.068
H -1.148005 1.666293 -0.178073 0.07 -0.20 -0.01 0.085
H -1.255965 1.406478 1.560374 0.22 -0.18 0.02 0.073
H 0.990283 2.500643 2.175668 -0.07 -0.14 0.00 0.073
H 2.340995 2.150016 1.066662 -0.03 -0.12 0.01 0.067
H 0.944972 3.087791 0.510805 0.01 -0.12 0.05 0.079



Record 8
13
Properties=species:S:1:pos:R:3:forces:R:3:lowdin_charge:R:1 method="wB97M-V/def2-TZVPD" multiplicity=2 e_lumo_ev="-5.46 / -5.46" de_lowest_kcal_mol=80.6 e_homo_ev="-11.09 / -11.25" s_squared=0.752 total_charge=+1
O -0.906116 -0.302969 0.887557 3.83 -1.48 0.24 -0.285
C -1.983488 0.575568 0.690279 -0.06 0.70 1.00 -0.170
H -1.759019 1.592283 1.056473 -0.16 -0.23 -0.08 0.082
H -2.237086 0.653474 -0.380828 0.27 -0.28 0.30 0.089
H -2.850735 0.185072 1.237289 0.05 0.21 -0.18 0.083
H 0.215934 -0.481491 1.587285 -2.56 1.43 -2.27 0.283
C 1.012452 -0.539939 -1.501835 -0.12 0.27 0.75 -0.081
C 0.771199 0.111060 -0.269459 2.72 -0.34 -0.50 -0.380
O 1.521306 -0.365292 0.801795 -0.33 -0.52 0.53 -0.478
La 3.929456 -1.088490 0.128229 -3.42 0.92 -0.21 1.647
H 0.761125 -1.607494 -1.543349 0.44 0.29 -0.09 0.047
H 0.885925 0.062379 -2.405336 -0.31 -0.44 0.22 0.037
H 0.639050 1.205843 -0.288102 -0.35 -0.54 0.30 0.127



Record 9
11
Properties=species:S:1:pos:R:3:forces:R:3:lowdin_charge:R:1 method="wB97M-V/def2-TZVPD" e_lumo_ev=1.17 de_lowest_kcal_mol=19.5 e_homo_ev=-9.26
C -0.748051 1.407851 -0.042770 -0.50 -0.47 -0.70 -0.082
N 0.356210 0.865383 -0.306364 -0.30 0.48 -0.56 -0.052
C 0.784057 -0.406134 0.259923 0.60 0.66 1.07 -0.302
C -0.233847 -1.481522 -0.028591 -0.72 -0.67 -2.00 -0.113
H -1.512772 1.047469 0.657451 0.25 -0.17 0.23 0.072
H -1.111014 2.187848 -0.722894 0.42 0.32 0.52 0.067
H 1.760410 -0.552162 -0.208735 -0.22 -0.66 0.00 0.097
H 1.028881 -0.273839 1.328167 -0.39 -0.14 -0.10 0.110
H -0.143454 -2.502606 0.316896 0.79 -0.02 0.70 0.062
H -1.265760 -1.218234 0.197412 0.10 0.41 0.31 0.056
H -0.245573 -1.630290 -1.134791 -0.03 0.25 0.53 0.085



Record 10
11
Properties=species:S:1:pos:R:3:forces:R:3:lowdin_charge:R:1 method="wB97M-V/def2-TZVPD" e_lumo_ev=1.09 de_lowest_kcal_mol=42.6 e_homo_ev=-9.37
H -2.286565 0.554108 -0.998681 -0.24 0.70 0.72 0.040
N -2.185360 -0.183743 -0.301024 0.07 -0.51 -0.56 0.075
C -1.090901 -0.152620 0.333488 -0.02 -1.67 -0.91 -0.384
C 0.007274 0.792189 0.316583 2.60 -2.43 -0.59 -0.104
C 1.298117 -0.502654 -0.180665 -1.18 3.34 0.11 -0.022
H -0.674411 -1.147411 0.625066 -1.27 0.50 1.23 0.100
H -0.157519 1.682876 -0.288779 0.44 -0.16 -0.21 0.087
H 0.412137 1.010955 1.301906 -0.20 0.21 0.02 0.082
H 2.073223 0.147151 -0.568834 0.45 -0.20 0.08 0.031
H 1.602439 -1.012315 0.727699 -0.12 0.11 0.03 0.047
H 1.001563 -1.188535 -0.966758 -0.52 0.11 0.09 0.049



Record 11
11
Properties=species:S:1:pos:R:3:forces:R:3:lowdin_charge:R:1 method="wB97M-V/def2-TZVPD" e_lumo_ev=-0.60 de_lowest_kcal_mol=104.3 e_homo_ev=-7.49
C -1.018647 -0.573113 -0.834029 -0.38 0.09 -0.44 -0.043
C -0.097394 0.001679 -0.041660 -4.03 0.67 0.52 -0.681
C 1.182911 0.441727 -0.434134 2.08 -3.24 1.12 0.076
N -0.473058 0.238134 1.313086 0.52 0.96 0.87 0.034
H 1.213621 -1.265484 0.400238 1.40 2.28 -1.60 0.251
H -0.882321 -0.758798 -1.886023 0.39 0.01 -0.11 0.042
H -1.920953 -1.016974 -0.426428 0.05 0.37 0.17 0.050
H 1.970748 0.699021 0.263425 -0.52 0.73 0.16 0.042
H 1.386809 0.612648 -1.481043 0.19 -0.66 -0.12 0.068
H 0.055502 1.026701 1.681299 0.38 -0.42 0.06 0.074
H -1.417218 0.594459 1.445268 -0.08 -0.78 -0.62 0.088



Record 12
11
Properties=species:S:1:pos:R:3:forces:R:3:lowdin_charge:R:1 method="wB97M-V/def2-TZVPD" e_lumo_ev=1.26 de_lowest_kcal_mol=16.9 e_homo_ev=-8.96
C -0.000869 1.072837 -0.066660 -0.29 0.31 -0.22 -0.163
C -1.058921 -0.049265 0.087778 0.19 0.21 -0.01 -0.214
N 0.008069 -1.026040 -0.234211 0.02 -0.63 0.51 -0.070
C 1.049098 -0.035540 0.087550 0.49 0.23 -0.12 -0.235
H 0.000543 1.870862 0.675969 -0.02 -0.07 -0.07 0.092
H -0.016822 1.511660 -1.073278 0.05 -0.14 0.30 0.101
H -1.898255 -0.056862 -0.604754 0.00 0.02 -0.11 0.092
H -1.467609 -0.104479 1.103391 0.18 -0.10 0.03 0.100
H 0.044960 -1.850360 0.368809 -0.18 0.25 -0.34 0.094
H 1.434445 -0.091594 1.118692 -0.13 -0.05 -0.18 0.103
H 1.910413 -0.025141 -0.601361 -0.32 -0.03 0.21 0.100